(1)
Entry from OMol25: a 2-piece molecular cluster, C4H12NO2 overall at a distorted geometry (the ωB97M-V functional and the def2-TZVPD basis).

Results
HOMO (alpha / beta) = -19.030 / -19.029 eV
<S²> = 0.7566
charge = +2
lowest unoccupied orbital energy (alpha / beta) = -9.7 / -13.9 eV
multiplicity = 2

Geometry (Å):
C -0.6031 -0.3328 -0.8021
C -0.5647 0.0689 0.7220
C -0.6470 1.5722 1.0603
C 0.5519 2.4716 0.8148
O 1.5245 2.1629 0.2328
N 0.7632 -0.3975 -1.4227
H -1.2449 0.4516 -1.2154
H -1.1585 -1.2604 -0.9027
H 0.3280 -0.3699 1.1656
H -1.4950 -0.3394 1.1135
H -0.9249 1.9230 2.0659
H -1.5206 1.9655 0.5081
H 0.5846 3.4347 1.3774
H 1.2737 0.4211 -1.1027
H 1.2570 -1.2156 -1.0242
H 0.5947 -0.3825 -2.4342
H 0.4951 -3.9413 -0.5796
H 0.0871 -3.1457 0.5844
O 0.6986 -3.0864 -0.1614

=====

(2)
Entry from OMol25: one molecule with the formula C4H12NO2P at a distorted geometry (the ωB97M-V functional and the def2-TZVPD basis).

Results
HOMO = -7.611 eV
SMILES = CC[C@@](C)([NH3+])P([O-])O
lowest unoccupied orbital energy = 0.3 eV

Geometry (Å):
C 1.0902 1.9740 0.4306
C 0.3545 -0.5175 -1.3678
C 1.2365 0.5228 0.7474
C 0.1488 -0.3030 0.0854
N -0.1855 -1.7580 0.7257
O -1.9905 1.3557 -0.5625
O -2.4473 -1.0098 0.0537
P -1.6791 0.5047 0.5809
H 0.1439 2.2863 0.8041
H 2.0205 2.5103 0.9055
H 1.0995 2.3331 -0.6613
H -0.6319 -1.0096 -1.7023
H 1.0649 -1.1627 -1.6860
H 0.4130 0.4071 -2.0275
H 2.2432 0.2089 0.5817
H 0.9817 0.5201 1.7973
H 0.3244 -2.5411 0.1818
H -1.1264 -1.8012 0.2339
H -0.3453 -1.8127 1.6846
H -2.7150 -0.7074 -0.8052

=====

(3)
Entry from OMol25: a 2-piece molecular cluster, C4H12NO3 overall at a distorted geometry (the ωB97M-V functional and the def2-TZVPD basis).

Results
HOMO = -3.814 eV
charge = -1
lowest unoccupied orbital energy = 4.0 eV

Geometry (Å):
C 0.3228 0.3414 -1.7702
C 1.2025 1.4896 -1.2120
C 1.0739 1.5892 0.3028
O 2.1562 0.7935 0.9039
N -1.0739 0.3898 -1.3528
C -1.4002 -0.7288 -0.3468
O -0.6716 -0.6798 0.7840
H 0.3378 0.3662 -2.8655
H 0.7948 -0.5623 -1.4053
H 2.2674 1.2068 -1.3063
H 1.0692 2.3908 -1.8190
H 1.3573 2.5999 0.6074
H 0.2255 1.0339 0.7027
H 1.7452 -0.0201 1.1839
H -1.2231 1.2284 -0.8617
H -2.4736 -0.5198 -0.2290
H -1.1593 -1.6436 -0.9177
H -1.1805 -1.7971 1.9311
H -1.0780 -3.3423 1.7384
O -1.5636 -2.6913 2.2620

=====

(4)
Entry from OMol25: a 2-piece molecular cluster, C4H12NO3 overall at a distorted geometry (the ωB97M-V functional and the def2-TZVPD basis).

Results
HOMO = -2.840 eV
charge = -1
lowest unoccupied orbital energy = 3.9 eV

Geometry (Å):
C 1.3426 -1.4008 0.4861
O 2.2956 -0.5067 0.8635
C -0.1280 -0.7960 0.6013
C -0.6680 -0.4238 -0.7630
C 0.0926 0.7070 -1.4318
O -0.7972 -1.5969 -1.5890
N -0.1579 0.3203 1.5084
H 1.3216 -2.3304 1.1097
H 1.5593 -1.7130 -0.5744
H -0.7540 -1.5823 1.0193
H -1.7081 -0.1192 -0.5906
H -0.2397 1.6511 -1.0205
H 1.1635 0.5877 -1.2477
H -0.0714 0.6720 -2.5151
H 0.0686 -2.0335 -1.5153
H 0.6248 0.9184 1.2544
H 0.0593 -0.0065 2.4435
H -1.7933 2.2203 0.0276
H -1.2141 3.1297 1.1124
O -1.7014 3.1511 0.2737

=====

(5)
Entry from OMol25: a 2-piece molecular cluster, C4H12NO3 overall at a distorted geometry (the ωB97M-V functional and the def2-TZVPD basis).

Results
HOMO (alpha / beta) = -10.033 / -9.963 eV
<S²> = 0.7582
lowest unoccupied orbital energy (alpha / beta) = 0.8 / -3.3 eV
multiplicity = 2

Geometry (Å):
C -0.3301 -0.9148 0.3142
C -0.1730 0.2944 1.3287
C -1.2293 0.3060 2.4073
O -0.2227 1.6053 0.8172
N 0.9082 -1.2348 -0.3924
C 1.7801 -0.1876 -1.0449
O 1.1016 0.9155 -1.3297
H -1.0614 -0.5737 -0.3981
H -0.6380 -1.7400 0.9476
H 0.8276 0.0844 1.7182
H -1.6301 -0.6273 2.7239
H -1.0864 1.0478 3.1829
H -2.1845 0.5684 1.8934
H 0.2068 1.6220 -0.0939
H 0.7027 -1.7927 -1.3118
H 2.2407 -0.5562 -1.9864
H 2.5693 -0.0292 -0.2792
H -1.2484 0.7935 -2.9962
H 0.1086 0.3673 -2.4350
O -0.6417 0.0515 -3.0658

=====

(6)
Entry from OMol25: a 2-piece molecular cluster, C4H12NO4 overall at a distorted geometry (the ωB97M-V functional and the def2-TZVPD basis).

Results
HOMO = -3.874 eV
charge = -1
lowest unoccupied orbital energy = 3.8 eV

Geometry (Å):
O 1.4565 -0.0206 1.2845
C 1.4267 0.6533 0.1177
C 0.5049 0.0525 -0.9921
C -0.9152 -0.2307 -0.5360
C -1.7800 1.0456 -0.3890
O -2.0880 1.3505 0.9887
N 1.2406 -1.1764 -1.3442
H 2.4601 0.7272 -0.2721
H 0.5651 0.6593 -1.8895
H -0.9403 -0.8528 0.3533
H -1.4212 -0.7681 -1.3441
H -1.2532 1.8281 -0.8899
H -2.8071 0.9084 -0.7378
H 0.7209 -1.6854 -2.0448
H 1.3666 -1.7827 -0.5412
H 1.0177 -1.6857 1.5154
H -0.3914 -2.1867 1.8284
O 0.5105 -2.5098 1.7468
H -1.3280 1.7677 1.4153
H 0.6774 1.8652 1.3174
O 0.9774 2.0411 0.4133

=====

(7)
Entry from OMol25: a 2-piece molecular cluster, C4H12NOPS overall at a distorted geometry (the ωB97M-V functional and the def2-TZVPD basis).

Results
HOMO = -8.427 eV
SMILES = CCP(S)OC.C=N
lowest unoccupied orbital energy = 0.8 eV

Geometry (Å):
C 0.3538 0.4295 2.3902
C 0.7680 -2.5634 -1.5831
C -2.2631 0.6804 -0.8223
C 0.7503 1.4865 1.3883
N 0.7688 -2.5485 -0.3284
O -1.1718 1.4571 -0.3245
P 0.2552 0.7607 -0.2916
S 1.4352 1.9721 -1.4939
H -0.5995 0.2071 2.2151
H 0.9051 -0.4553 2.1583
H 0.5716 0.7588 3.3818
H 0.5122 -1.5881 -2.0278
H 0.8070 -3.4143 -2.1970
H 1.6052 0.7796 -2.2676
H -3.0839 1.3063 -0.6863
H -2.3630 -0.2241 -0.2957
H -2.0284 0.3099 -1.9212
H 1.8685 1.7002 1.1089
H 0.0599 2.3739 1.5167
H 0.8488 -3.4285 0.0801

=====

(8)
Entry from OMol25: one molecule with the formula C4H12NOPS at a distorted geometry (the ωB97M-V functional and the def2-TZVPD basis).

Results
HOMO = -8.640 eV
SMILES = CO[P@](C)(=S)N(C)C
lowest unoccupied orbital energy = 0.7 eV

Geometry (Å):
C -0.7052 -1.4943 -0.9521
C 1.5880 -0.7783 -1.2334
C -0.5103 2.3815 -0.4672
C -0.7073 -0.5955 2.2010
N 0.3802 -0.6078 -0.4892
O -0.9700 1.4602 0.5408
P 0.2473 0.3613 0.8930
S 1.9743 1.3424 1.3689
H -1.5921 -1.3175 -0.3392
H -1.0310 -1.3038 -1.9767
H -0.5035 -2.5216 -0.6165
H 1.4920 -0.5055 -2.3670
H 2.3008 0.0549 -0.8730
H 2.0490 -1.6981 -1.0507
H 0.6123 2.2752 -0.5325
H -0.8338 3.4163 -0.2771
H -0.9651 1.9535 -1.4656
H -0.1888 -1.4311 2.6182
H -0.8546 -0.1108 3.1353
H -1.7822 -0.8809 1.8829

=====

(9)
Entry from OMol25: a 2-piece molecular cluster, C4H12NOS overall at a distorted geometry (the ωB97M-V functional and the def2-TZVPD basis).

Results
HOMO = -2.590 eV
charge = -1
lowest unoccupied orbital energy = 3.6 eV

Geometry (Å):
C 2.8079 2.1598 -0.1487
N 2.1621 1.0331 -0.7732
C 0.7733 0.8685 -0.2934
C 0.3113 -0.5798 -0.1837
S -0.9517 -0.8164 1.1239
C -0.2200 1.7287 -1.0745
H 3.0586 1.9240 0.8954
H 3.7428 2.4251 -0.6440
H 2.1861 3.0733 -0.0737
H 2.1193 1.2240 -1.7680
H 0.7402 1.2733 0.7307
H -0.0595 -0.9125 -1.1540
H 1.1634 -1.1840 0.1114
H -0.1174 2.7949 -0.8412
H -1.2447 1.4582 -0.8128
H -0.0440 1.6610 -2.1590
H -2.5925 -3.4661 0.7524
H -3.6096 -2.3899 0.8609
O -3.4882 -3.2636 0.4381

=====

(10)
Entry from OMol25: a 2-piece molecular cluster, C4H12NOS overall (the ωB97M-V functional and the def2-TZVPD basis).

Results
HOMO = -2.572 eV
charge = -1
lowest unoccupied orbital energy = 3.2 eV

Geometry (Å):
C 1.8565 -2.5620 -1.0701
N 0.7172 -1.7216 -0.6809
C 0.8971 -0.3978 -1.3936
O 0.8522 -0.4636 -2.7215
H 2.1577 -2.3627 -2.1044
H 1.6233 -3.6251 -0.9557
H 2.7037 -2.3452 -0.4099
H -0.0818 -2.1185 -1.1773
H 1.8805 -0.0264 -0.9868
H 0.1129 0.2718 -0.9782
C -1.2660 2.2523 0.2639
S -1.3884 1.5527 1.9162
C -0.4696 0.0012 1.7517
H -1.7725 1.5999 -0.4474
H -0.2314 2.3860 -0.0445
H -1.7842 3.2109 0.2370
H -0.7161 -0.5513 2.6596
H -0.7638 -0.5787 0.8854
H 0.6025 0.1788 1.7249

=====

(11)
Entry from OMol25: a 2-piece molecular cluster, C4H12NOS overall at a distorted geometry (the ωB97M-V functional and the def2-TZVPD basis).

Results
HOMO = -2.727 eV
charge = -1
lowest unoccupied orbital energy = 3.6 eV

Geometry (Å):
C 0.5985 1.7412 1.6396
N -0.2402 1.5444 0.4471
C -0.0581 0.1823 -0.1405
C -0.5838 0.2477 -1.5927
S -1.1353 -1.3112 -2.4142
C -0.8267 -0.8613 0.6838
H 0.4575 0.9508 2.3974
H 1.6477 1.6713 1.3446
H 0.4556 2.7353 2.0665
H -1.1907 1.5100 0.8104
H 0.9974 -0.0921 -0.0421
H -1.4355 0.8795 -1.5104
H 0.2170 0.6362 -2.2124
H -0.5514 -0.8464 1.7434
H -0.6070 -1.8630 0.3090
H -1.8917 -0.7634 0.4678
H 0.6148 -2.2587 -1.4405
H 1.9909 -1.6407 -1.3899
O 1.5410 -2.4619 -1.1668

=====

(12)
Entry from OMol25: one molecule with the formula C4H12NOS (the ωB97M-V functional and the def2-TZVPD basis).

Results
HOMO (alpha / beta) = -3.411 / -9.617 eV
<S²> = 0.7506
lowest unoccupied orbital energy (alpha / beta) = 0.6 / 0.5 eV
multiplicity = 2

Geometry (Å):
C -0.9440 1.0040 0.4840
O -2.2303 1.4437 0.0769
C -0.7268 -0.3693 -0.1534
C 0.3403 -1.2439 0.4806
C 1.7375 -0.6031 0.5560
S 2.2828 0.4347 -0.8476
N -2.0365 -1.1289 -0.1406
H -0.2262 1.6494 -0.0201
H -0.7614 0.9993 1.5572
H -2.6993 1.9463 0.7531
H -0.5431 -0.1998 -1.1982
H 0.0684 -1.4980 1.5147
H 0.4211 -2.1263 -0.1454
H 1.8407 0.0693 1.4145
H 2.5054 -1.3594 0.6950
H 2.5976 -0.5566 -1.6909
H -2.7931 -0.4858 -0.4245
H -2.2998 -1.4635 0.8232
H -2.1290 -2.0020 -0.7531

=====

What energy above the lowest of the compared OMol25 structures with the same formula, charge and spin values result from the calculations? In sequence: 0.3717; 2.4752; 0.9096; 0.9053; 1.2575; 2.3522; 2.6080; 0.6032; 0.5372; 1.8983; 0.5254; 2.2210 eV.